1.
A 3-piece molecular cluster, C21H18Cl2FN2OS overall at a distorted geometry, computed with ωB97M-V/def2-TZVPD.

Element x y z (Å)
Cl: 5.21 -0.21 1.16
Cl: 2.23 -3.69 -1.65
S: -1.16 0.76 -2.44
F: 1.16 -0.08 0.04
O: 0.76 1.98 -0.66
N: -2.55 0.61 -0.27
N: 3.85 -2.07 -0.23
C: 2.03 1.33 -0.93
C: 5.02 -1.71 0.29
C: -5.44 -0.65 -2.38
C: -0.41 0.52 2.46
C: -3.03 1.10 1.02
C: -3.46 0.23 -1.31
C: -2.82 0.22 -2.56
C: 3.74 -3.21 -0.92
C: -0.28 3.20 3.29
C: 6.04 -3.71 -0.53
C: -4.79 -0.66 -3.62
C: -1.21 0.69 -0.63
C: 4.83 -4.04 -1.07
C: -0.19 1.55 1.51
C: -0.49 0.84 3.82
C: -3.48 -0.20 -3.71
C: -0.14 1.28 0.06
C: -0.41 2.18 4.23
C: -4.80 -0.18 -1.22
C: 6.13 -2.53 0.15
C: -0.16 2.90 1.93
H: -0.46 2.43 5.28
H: -0.27 4.25 3.59
H: 2.63 2.06 -1.50
H: 1.84 0.49 -1.62
H: -6.47 -1.02 -2.33
H: 6.99 -2.15 0.61
H: -0.19 3.70 1.18
H: -0.62 -0.49 2.09
H: 4.63 -4.91 -1.62
H: -2.63 2.11 1.24
H: -2.93 -0.18 -4.64
H: -2.77 0.43 1.84
H: 2.58 1.17 0.01
H: -4.12 1.15 0.94
H: -5.29 -1.03 -4.51
H: -5.34 -0.14 -0.26
H: 6.89 -4.35 -0.64
H: -0.65 0.04 4.54

Computed properties:
largest force on an atom	6.78	eV Å⁻¹
orbital gap	5.45	eV
energy relative to the best compared isomer or geometry (same formula, charge and spin)	0.00	kcal/mol
charge	+1


2.
C26H33IrN5O4S as an isolated structure, computed with ωB97M-V/def2-TZVPD.

Element x y z (Å)
Ir: -0.28 -1.56 -1.05
S: -1.06 -0.66 -2.99
O: -2.00 -0.80 3.26
O: -2.37 -1.67 -0.05
O: 3.72 -3.55 0.39
O: 2.17 -3.08 -1.14
N: -0.26 -3.38 -2.22
N: -0.96 -3.27 -3.44
N: -0.36 0.26 -0.15
N: 0.46 -2.19 1.03
N: -1.83 -1.99 -5.13
C: -0.22 -1.85 2.14
C: 1.67 -2.77 1.22
C: 1.47 -2.73 3.60
C: 2.20 -3.04 2.47
C: 2.76 2.49 -2.17
C: 2.52 -3.14 0.02
C: -1.30 -2.06 -3.91
C: -2.35 -0.61 0.91
C: -1.86 1.85 0.97
C: -1.45 0.56 0.47
C: -3.08 2.07 1.51
C: -1.57 -1.08 2.19
C: 2.56 2.62 0.75
C: 0.25 -2.13 3.42
C: -4.75 -1.38 1.38
C: 2.12 3.80 -0.13
C: 0.42 2.37 -1.29
C: -3.46 3.43 2.00
C: 1.64 3.28 -1.49
C: 0.80 1.21 -0.35
C: -3.77 -0.26 1.28
C: -4.06 1.00 1.60
C: 1.93 0.42 -1.03
C: 3.16 1.31 -1.28
C: 3.67 1.84 0.06
C: 1.35 1.70 1.00
H: -1.20 2.69 0.84
H: 2.42 2.13 -3.15
H: 0.10 1.96 -2.25
H: 1.33 4.37 0.36
H: 4.54 2.48 -0.10
H: 1.66 0.83 1.59
H: -0.67 -4.15 -1.69
H: -1.98 -2.80 -5.71
H: -3.04 3.58 3.00
H: 4.23 -3.78 -0.40
H: -5.72 -1.01 1.71
H: -3.06 4.21 1.35
H: -0.41 2.95 -0.90
H: 2.96 4.48 -0.27
H: 3.62 3.13 -2.35
H: -4.88 -1.88 0.42
H: -4.54 3.54 2.08
H: -2.63 -2.49 0.39
H: 1.85 -2.94 4.59
H: -5.06 1.25 1.93
H: 2.22 -0.42 -0.39
H: 0.71 -3.60 -2.39
H: -0.36 -1.84 4.26
H: -4.42 -2.13 2.11
H: 0.61 2.24 1.58
H: -0.99 -4.09 -4.03
H: 1.34 4.12 -2.12
H: 1.59 0.01 -1.99
H: 3.18 -3.50 2.54
H: 2.91 3.00 1.72
H: 4.00 1.01 0.70
H: 3.93 0.72 -1.77
H: -2.11 -1.10 -5.50

Computed properties:
multiplicity	2
⟨S²⟩	0.75
largest force on an atom	0.94	eV Å⁻¹
orbital gap (alpha / beta)	7.39 / 7.37	eV
energy relative to the best compared isomer or geometry (same formula, charge and spin)	2.93	kcal/mol
charge	+2


3.
A 2-piece molecular cluster, C19H23NO overall at a distorted geometry, computed with ωB97M-V/def2-TZVPD.

Element x y z (Å)
O: 1.37 2.66 5.79
N: 2.43 -0.15 1.69
C: 3.81 0.25 1.98
C: -0.48 -0.81 2.04
C: 2.25 -1.37 0.90
C: 0.04 0.48 1.79
C: 5.35 2.28 5.76
C: -1.82 -1.07 1.89
C: 5.82 0.07 6.57
C: 6.26 1.27 6.04
C: 4.01 2.08 5.96
C: 4.48 -0.14 6.78
C: -2.71 -0.08 1.50
C: -2.22 1.21 1.28
C: -0.29 1.16 6.46
C: -4.15 -0.39 1.34
C: 3.53 0.85 6.46
C: 2.15 0.63 6.62
C: 1.42 0.76 1.88
C: -0.88 1.50 1.43
C: 1.14 1.56 6.27
H: 3.12 -1.56 0.27
H: 1.84 -0.34 6.98
H: 0.18 -1.57 2.41
H: -2.91 1.99 0.99
H: 4.14 -1.07 7.21
H: -0.92 2.04 6.49
H: 4.51 -0.55 1.74
H: -0.44 0.60 7.39
H: 1.72 1.79 2.02
H: 3.91 0.49 3.04
H: 7.31 1.43 5.87
H: 6.53 -0.69 6.84
H: 4.08 1.14 1.40
H: -4.30 -1.22 0.64
H: -4.60 -0.67 2.29
H: 5.70 3.23 5.38
H: 2.11 -2.23 1.56
H: -2.20 -2.06 2.08
H: -0.52 2.49 1.25
H: 3.30 2.86 5.75
H: -0.62 0.54 5.63
H: 1.39 -1.28 0.25
H: -4.70 0.47 0.95

Computed properties:
largest force on an atom	3.71	eV Å⁻¹
orbital gap	2.31	eV
energy relative to the best compared isomer or geometry (same formula, charge and spin)	109.39	kcal/mol